Record 1
Molecular formula: C19H47N3PPbSSi
Method: DFT, ωB97M-V with the def2-TZVPD basis set

Geometry as XYZ:
```
73
Properties=species:S:1:pos:R:3:mulliken_charge:R:1
Pb -0.284 0.428 -1.629 1.11
S 1.738 1.946 -3.021 -0.47
P -2.627 1.278 0.102 0.67
Si 1.315 -1.286 -0.146 -1.82
N 1.052 3.613 -1.025 -0.43
N 0.526 2.541 -0.302 -0.27
N 2.225 4.508 -2.753 -0.43
C -0.972 -1.592 1.588 -1.86
C -3.159 2.834 -0.727 -0.52
C 0.563 -1.576 1.618 2.79
C 1.024 -2.903 2.243 -1.74
C -4.622 3.252 -0.610 -1.38
C -2.101 2.528 2.543 -1.18
C 3.991 -1.587 0.930 -1.82
C 3.318 0.744 0.360 -1.65
C 1.227 -2.447 -2.772 -1.66
C 3.179 -0.730 -0.055 2.67
C 1.662 3.418 -2.221 0.74
C -0.324 -3.417 -1.133 -1.91
C -3.812 -0.006 -0.482 -0.28
C 3.868 -0.834 -1.423 -2.01
C 1.091 -2.841 -1.290 2.44
C 0.949 -0.426 2.558 -1.93
C 2.093 -3.968 -0.999 -1.73
C -3.052 1.541 1.870 -0.85
C -5.133 -0.147 0.274 -1.39
H 3.355 -0.252 -2.189 0.22
H 0.443 -0.559 3.520 0.61
H -5.694 0.785 0.304 0.27
H -1.074 2.154 2.529 0.16
H 0.395 -1.819 -3.113 0.27
H -0.488 -4.188 -1.892 0.63
H 4.883 -0.432 -1.339 0.55
H -4.939 3.348 0.429 0.31
H 2.661 4.426 -3.655 0.23
H 5.045 -1.296 0.872 0.54
H -1.101 -2.657 -1.274 0.25
H 1.248 4.461 -0.513 0.26
H -2.371 2.681 3.587 0.40
H -1.349 -1.740 2.606 0.68
H 2.106 -2.993 2.305 0.32
H 0.629 0.544 2.159 0.04
H 3.933 -2.651 0.696 0.31
H 2.956 1.398 -0.437 -0.01
H -2.126 3.507 2.057 0.30
H -4.970 -0.472 1.301 0.29
H -2.993 0.567 2.361 0.43
H 1.857 -4.834 -1.625 0.56
H 1.182 2.218 0.403 0.14
H 1.185 -3.349 -3.391 0.54
H -2.508 3.627 -0.341 0.35
H 2.017 -0.378 2.760 0.39
H -5.758 -0.897 -0.210 0.43
H -4.086 1.877 1.956 0.63
H 4.378 0.980 0.502 0.61
H -0.345 2.815 0.140 0.23
H -1.359 -0.636 1.229 -0.17
H -3.276 -0.959 -0.458 0.05
H -4.778 4.218 -1.091 0.40
H -3.988 0.216 -1.538 0.51
H 3.959 -1.862 -1.768 0.37
H -2.883 2.711 -1.779 0.42
H -5.277 2.533 -1.100 0.30
H -1.386 -2.385 0.969 0.24
H 2.061 -4.297 0.040 0.30
H -0.479 -3.884 -0.160 0.31
H 0.629 -2.976 3.262 0.54
H 2.167 5.419 -2.329 0.19
H 2.811 0.980 1.298 0.30
H 3.118 -3.677 -1.226 0.29
H 3.677 -1.451 1.964 0.33
H 0.645 -3.762 1.689 0.34
H 2.157 -1.934 -3.006 0.28
```

As for the multiplicity: 1. The total charge is +1. Its highest occupied orbital energy is -9.9 eV. The HOMO-LUMO gap comes out at 7.46 eV. The value obtained for the largest force on an atom is 0.00305 Eh/bohr. As for the calculated total energy: -58180.735 eV.

***

Record 2
Molecular formula: C19H47NO13P2
Method: DFT, ωB97M-V with the def2-TZVPD basis set

Geometry as XYZ:
```
82
Properties=species:S:1:pos:R:3:mulliken_charge:R:1
P -4.424 9.299 35.914 0.72
P -3.721 7.306 30.176 0.75
O -5.100 10.249 37.103 -0.41
O -2.885 9.095 36.408 -0.43
O -7.596 9.391 31.743 -0.90
O -2.181 6.845 29.847 -0.40
O -3.813 8.333 31.224 -0.32
O -5.367 15.558 32.013 -0.40
O -5.002 7.785 36.169 -0.33
O -4.198 7.666 28.666 -0.30
O -4.397 5.877 30.497 -0.35
O -5.170 13.313 32.305 -0.46
O -4.561 9.831 34.477 -0.41
O -5.109 10.387 32.042 0.29
O -5.382 14.901 34.023 -0.38
N -7.944 10.800 31.461 1.48
C -2.461 8.316 37.541 -0.67
C -5.298 14.459 32.809 0.75
C -5.898 7.276 35.228 -0.52
C -4.332 4.730 29.646 -0.71
C -6.456 10.413 37.226 -0.61
C -6.974 10.646 29.214 -2.31
C -10.252 10.781 32.669 -1.80
C -3.647 15.804 30.405 -1.20
C -8.364 12.586 29.808 -0.65
C -9.407 10.297 29.380 -1.92
C -1.297 7.833 29.340 -0.63
C -8.830 11.421 32.521 1.37
C -5.341 13.925 35.067 -0.51
C -9.263 13.311 30.755 -0.85
C -8.160 11.442 33.881 -1.83
C -4.156 8.970 28.022 -0.54
C -8.961 13.015 32.204 -0.61
C -8.235 11.041 30.050 1.60
C -5.119 15.497 30.622 0.09
H -0.308 7.417 29.527 0.28
H -10.750 10.986 31.721 0.40
H -9.166 9.821 28.429 0.40
H -2.963 15.385 31.144 0.30
H -4.961 9.075 27.295 0.24
H -5.275 4.470 29.166 0.29
H -10.328 13.258 30.528 0.41
H -8.866 12.788 28.862 0.32
H -7.010 10.807 28.137 0.47
H -8.831 11.911 34.600 0.63
H -1.489 8.107 28.302 0.21
H -4.288 9.731 28.791 0.23
H -9.763 13.436 32.810 0.45
H -10.283 10.937 29.283 0.35
H -1.472 8.777 29.856 0.29
H -1.919 7.417 37.246 0.26
H -9.631 9.396 29.951 0.36
H -3.446 16.875 30.384 0.34
H -5.470 6.444 34.668 0.29
H -6.091 11.177 29.568 0.28
H -10.301 9.698 32.775 0.27
H -4.553 13.213 34.821 0.28
H -3.251 9.095 27.427 0.29
H -7.020 9.670 36.664 0.30
H -6.263 13.343 35.033 0.20
H -6.656 10.189 38.274 0.31
H -5.387 14.535 30.186 -0.14
H -3.956 3.899 30.243 0.28
H -6.355 7.965 34.518 0.14
H -8.005 13.504 32.396 -0.25
H -6.604 9.631 29.363 0.60
H -7.199 11.954 33.930 -0.29
H -3.461 15.384 29.416 0.35
H -7.399 13.090 29.858 -0.31
H -10.852 11.218 33.467 0.41
H -8.938 14.344 30.630 0.47
H -4.766 10.440 32.938 0.59
H -3.250 8.225 38.287 0.31
H -1.641 8.903 37.953 0.28
H -4.737 9.635 31.576 0.54
H -3.649 4.833 28.803 0.30
H -6.807 11.442 37.154 0.25
H -5.744 16.131 29.991 0.42
H -6.061 10.297 32.125 -0.02
H -6.769 6.841 35.719 0.27
H -5.089 14.267 36.070 0.38
H -7.958 10.422 34.207 0.39
```

The calculation puts the relative energy (zero: lowest compared OMol25 entry of this formula, charge and spin) at 8.2 kcal/mol. As for the multiplicity: 1. The total charge is 0. Its highest occupied orbital energy is -5.4 eV. The HOMO-LUMO gap comes out at 6.00 eV. The value obtained for the largest force on an atom is 0.10059 Eh/bohr. As for the calculated total energy: -67150.025 eV.

***

Record 3
Molecular formula: C19H49Cl2NO6
Method: DFT, ωB97M-V with the def2-TZVPD basis set

Geometry as XYZ:
```
77
Properties=species:S:1:pos:R:3:lowdin_spin:R:1
Cl 3.565 0.295 2.537 0.00
Cl 2.019 4.405 2.033 0.00
O 3.792 -0.028 -0.950 0.00
O -0.159 -0.394 0.931 0.00
O -5.510 -3.038 0.836 0.60
O -3.089 6.669 0.020 0.00
O 2.058 -6.467 -0.558 0.00
O -2.599 -3.910 1.504 0.00
N -0.519 -4.330 1.657 0.00
C -1.177 5.691 -1.199 0.00
C -4.811 -0.872 0.329 0.10
C -5.833 -1.465 2.405 0.12
C -1.737 6.884 -0.417 0.00
C 2.023 -6.087 -2.922 0.00
C 4.112 2.350 -1.091 0.00
C -1.582 -3.676 2.045 0.00
C 2.682 -4.437 -1.214 0.00
C 2.716 2.935 2.744 0.00
C 2.389 1.605 1.940 0.00
C -5.917 -1.712 0.926 0.14
C -0.106 1.372 -0.710 0.00
C -1.540 -2.520 3.054 0.00
C -0.790 7.152 0.777 0.00
C 0.029 -1.157 -1.342 0.00
C 4.137 1.052 -1.920 0.00
C 2.719 -5.894 -1.621 0.00
C 3.053 1.036 -3.068 0.00
C -0.590 -0.098 -0.382 0.00
H 2.501 1.796 0.873 0.00
H -3.821 -1.278 0.540 0.00
H -0.052 -2.154 -0.912 0.00
H -0.560 -2.112 3.304 0.00
H 1.036 -1.013 -1.735 0.00
H -6.924 -1.646 0.514 0.00
H 3.774 3.132 2.917 0.00
H 4.450 3.102 -1.805 0.00
H 2.075 -7.087 -3.353 0.00
H -1.679 -0.093 -0.341 0.00
H 1.338 1.364 2.103 0.00
H -4.821 0.186 0.590 0.00
H 3.274 1.861 -3.745 0.00
H 2.187 2.900 3.696 0.00
H 5.103 0.854 -2.384 0.00
H -0.545 -1.068 -2.265 0.00
H -6.110 -0.440 2.650 0.01
H -3.292 7.340 0.677 0.00
H -0.612 2.011 -1.434 0.00
H -4.857 -0.826 -0.759 0.01
H -1.664 5.532 -2.161 0.00
H -0.920 8.187 1.095 0.00
H -1.666 7.765 -1.056 0.00
H -4.837 -1.700 2.781 0.00
H 2.063 1.231 -2.655 0.00
H 4.735 2.552 -0.220 0.00
H 4.300 0.044 -0.138 0.00
H -1.347 4.759 -0.659 0.00
H 0.796 -0.493 0.960 0.00
H 0.958 1.291 -0.931 0.00
H 3.736 -6.286 -1.629 0.00
H 2.422 -5.580 -3.801 0.00
H -4.685 -3.154 1.314 0.01
H 1.660 -4.059 -1.184 0.00
H 3.094 2.645 -0.836 0.00
H 0.253 7.055 0.476 0.00
H 0.401 -4.003 1.918 0.00
H -0.043 2.029 0.157 0.00
H -0.583 -5.033 0.935 0.00
H 3.170 -4.345 -0.243 0.00
H -2.077 -2.865 3.938 0.00
H -0.915 6.337 1.489 0.00
H -6.602 -2.155 2.753 0.00
H 0.955 -5.879 -2.876 0.00
H -0.142 5.859 -1.495 0.00
H -2.229 -1.797 2.617 0.00
H 1.117 -6.286 -0.618 0.00
H 2.956 0.034 -3.488 0.00
H 3.297 -3.877 -1.919 0.00
```

As for the multiplicity: 2. The total charge is +1. Its highest occupied orbital energy (spin up / spin down) is -11.8 / -11.8 eV. The HOMO-LUMO gap (spin up / spin down) comes out at 9.43 / 2.83 eV. The value obtained for the largest force on an atom is 0.12388 Eh/bohr. As for the calculated total energy: -59306.666 eV.